{
  "formula": "C26H23BaNS2Te2",
  "method": "wB97M-V/def2-TZVPD",
  "symbols": ["Ba", "S", "C", "C", "C", "C", "C", "N", "H", "H", "H", "H", "C", "Te", "C", "H", "H", "H", "H", "H", "H", "C", "C", "C", "C", "C", "C", "C", "C", "C", "C", "C", "C", "C", "C", "C", "H", "H", "H", "H", "H", "H", "H", "H", "H", "H", "Te", "C", "C", "C", "C", "S", "H", "H", "H"],
  "xyz": [[-0.39439, -2.19449, -0.00121], [-2.14293, -1.07435, 2.39878], [-1.36982, 0.47070, 2.06345], [-1.81273, 1.63002, 2.71971], [-1.18656, 2.83255, 2.48604], [-0.11711, 2.88326, 1.59790], [0.24867, 1.70832, 0.97455], [-0.34257, 0.53410, 1.19625], [-2.66290, 1.55229, 3.38305], [-1.54245, 3.73423, 2.97115], [0.38410, 3.81004, 1.35511], [1.03923, 1.69976, 0.23099], [0.78628, -0.67077, 4.58727], [1.18159, -2.31485, 3.30703], [3.18951, -2.54256, 4.01100], [1.45434, 0.15166, 4.34278], [0.90743, -0.97754, 5.62349], [-0.24605, -0.39171, 4.38800], [3.18675, -2.72760, 5.08307], [3.77301, -1.65432, 3.78046], [3.62296, -3.39949, 3.49770], [-1.79959, -1.67930, -2.07123], [-1.67922, -0.44910, -2.18723], [-1.57920, 0.97563, -2.29749], [-0.60960, 1.49082, -3.23405], [-0.65034, 2.77816, -3.83335], [0.30808, 3.20381, -4.73811], [1.36673, 2.38672, -5.11867], [1.40723, 1.09904, -4.58254], [0.45427, 0.66145, -3.68620], [-2.51119, 1.77281, -1.53970], [-3.66211, 1.17654, -0.95594], [-4.58967, 1.90349, -0.23805], [-4.43974, 3.27487, -0.02949], [-3.29586, 3.87755, -0.54195], [-2.35749, 3.15798, -1.26193], [-1.48280, 3.43372, -3.62701], [0.21221, 4.19701, -5.16882], [2.11764, 2.72752, -5.82194], [2.20086, 0.41816, -4.87444], [0.49963, -0.35294, -3.30923], [-3.80033, 0.11009, -1.08390], [-5.44439, 1.38181, 0.18173], [-5.16947, 3.84196, 0.53724], [-3.11080, 4.93239, -0.35471], [-1.45428, 3.66431, -1.56964], [1.24102, -4.71898, -2.10184], [2.71376, -5.47957, -0.78935], [2.64453, -5.69624, 0.56491], [3.84477, -6.20018, 1.14078], [4.83562, -6.37390, 0.22268], [4.29871, -5.88079, -1.33501], [1.74024, -5.51636, 1.13219], [3.95856, -6.43344, 2.19212], [5.83589, -6.74435, 0.38357]],
  "forces_ev_per_angstrom": [[-0.07, 0.34, -0.33], [0.33, 0.06, 0.02], [-0.07, -0.30, -0.01], [-0.07, 0.14, 0.01], [-0.06, -0.03, 0.01], [0.03, 0.01, -0.08], [0.00, -0.01, -0.15], [-0.07, -0.37, 0.06], [0.00, 0.01, 0.00], [0.00, 0.00, 0.01], [0.01, 0.00, 0.01], [0.01, 0.02, 0.01], [-0.03, 0.05, -0.06], [-0.04, -0.11, 0.22], [0.04, -0.04, -0.07], [-0.02, 0.02, 0.00], [0.01, 0.00, 0.00], [0.01, 0.02, 0.04], [0.00, 0.01, 0.00], [0.01, 0.01, 0.01], [0.02, 0.01, -0.01], [-0.11, 0.09, -0.19], [-0.08, 0.00, 0.15], [0.06, 0.06, -0.09], [0.03, -0.03, 0.08], [0.01, -0.04, 0.03], [-0.01, 0.01, 0.01], [0.01, -0.01, 0.00], [0.01, -0.01, -0.01], [0.00, 0.03, 0.02], [-0.03, 0.02, -0.07], [0.01, -0.03, 0.03], [0.03, -0.02, 0.03], [0.00, 0.00, 0.03], [0.03, 0.00, 0.03], [0.01, -0.07, 0.00], [-0.04, 0.04, 0.07], [0.00, 0.00, 0.00], [0.00, 0.00, 0.00], [0.00, -0.01, 0.00], [0.00, -0.01, -0.02], [0.01, 0.00, -0.01], [-0.01, 0.02, -0.01], [0.00, 0.00, 0.00], [-0.01, 0.00, 0.00], [0.03, 0.02, -0.08], [0.03, 0.05, 0.27], [0.02, 0.15, 0.09], [-0.03, -0.03, 0.00], [0.00, -0.06, -0.01], [0.02, 0.11, 0.00], [-0.04, -0.12, -0.03], [0.00, -0.01, -0.01], [-0.01, -0.01, 0.00], [0.00, 0.01, 0.01]],
  "mulliken_charge": [1.11, -0.40, -0.09, -0.66, -0.06, -0.53, -0.66, 0.06, 0.41, 0.39, 0.38, 0.35, -0.94, 0.35, -0.97, 0.31, 0.42, 0.14, 0.28, 0.30, 0.21, -0.73, -0.20, -0.34, 0.46, -0.35, -0.54, -0.46, -0.47, -0.95, 0.54, -0.62, -0.54, -0.51, -0.90, -0.03, 0.53, 0.33, 0.35, 0.35, 0.57, 0.38, 0.34, 0.34, 0.29, 0.64, -0.33, -0.26, -0.31, -0.58, -0.39, -0.19, 0.48, 0.35, 0.36],
  "de_lowest_kcal_mol": 5.9,
  "homo_lumo_gap_ev": 3.3,
  "energy_ha": -2417.20603,
  "charge": -2
}

---

{
  "formula": "C26H23BrN3O14P",
  "method": "wB97M-V/def2-TZVPD",
  "symbols": ["C", "C", "N", "C", "C", "N", "C", "C", "O", "C", "C", "N", "P", "O", "Br", "H", "H", "H", "H", "H", "H", "H", "H", "H", "H", "H", "O", "C", "C", "C", "O", "C", "O", "C", "C", "O", "H", "H", "H", "H", "O", "C", "C", "C", "O", "C", "O", "C", "C", "O", "H", "H", "H", "H", "O", "C", "C", "C", "O", "C", "O", "C", "C", "O", "H", "H", "H", "H"],
  "xyz": [[4.93326, -1.83987, 4.54248], [4.58361, -1.18060, 3.04479], [4.69158, -2.32626, 2.06518], [4.65211, -1.88960, 0.62303], [3.79311, -0.46988, 0.41227], [3.30163, 0.72800, 0.64842], [3.82703, -3.00886, -0.30590], [2.27165, -2.98511, 0.30834], [1.21020, -2.52247, -0.37949], [6.10554, -1.64246, -0.08677], [7.16718, -2.91222, 0.07789], [8.10543, -3.66009, 0.62263], [6.91754, 0.05920, 0.35803], [6.29660, 1.24875, -0.77741], [9.13821, -0.19137, -0.09705], [5.19164, -1.03231, 5.34845], [3.95562, -2.46669, 4.81788], [5.80048, -2.64229, 4.41999], [3.47578, -0.75444, 3.16869], [5.27581, -0.26395, 2.82227], [5.47004, -2.98372, 2.28401], [3.80733, -2.53036, -1.39646], [4.30537, -4.07578, -0.27082], [2.08797, -3.34227, 1.42262], [5.89557, -1.57704, -1.26035], [5.84066, 0.79388, -1.56344], [0.01978, -1.76035, 2.16173], [-0.61995, -0.72756, 1.99710], [-0.52081, 0.41318, 2.92094], [-1.24381, 1.51699, 2.72211], [-1.15346, 2.59385, 3.58490], [-2.17507, 1.63374, 1.56658], [-2.84017, 2.65376, 1.42046], [-2.25643, 0.50292, 0.62929], [-1.53091, -0.59964, 0.82602], [-1.60014, -1.66557, -0.05211], [0.15835, 0.31394, 3.75798], [-1.77335, 3.26678, 3.22798], [-2.92422, 0.60840, -0.21643], [-0.98482, -2.34075, 0.30817], [-3.51309, -5.07181, -1.39250], [-4.31127, -4.28783, -1.89380], [-3.99546, -2.86444, -2.09088], [-4.89333, -2.03389, -2.62441], [-4.60216, -0.69557, -2.81497], [-6.24178, -2.51283, -3.03483], [-7.05238, -1.72182, -3.50536], [-6.54926, -3.94071, -2.86023], [-5.65026, -4.77215, -2.32990], [-5.93112, -6.11605, -2.16510], [-3.01236, -2.52931, -1.78602], [-5.41132, -0.30670, -3.21313], [-7.52705, -4.27886, -3.17945], [-5.12420, -6.50360, -1.76142], [-4.42713, 7.02826, 0.02549], [-3.53101, 6.56108, -0.66859], [-2.71901, 5.41348, -0.23471], [-1.73966, 4.93963, -1.00736], [-0.97445, 3.85967, -0.60694], [-1.43141, 5.55294, -2.32833], [-0.51308, 5.10692, -3.00796], [-2.25874, 6.68500, -2.77311], [-3.24042, 7.15681, -2.00212], [-4.02396, 8.21890, -2.41461], [-2.95243, 4.97873, 0.72875], [-0.33365, 3.70946, -1.33586], [-2.03521, 7.10992, -3.74358], [-4.66072, 8.37287, -1.68309]],
  "forces_ev_per_angstrom": [[-0.68, -0.76, -1.07], [0.03, 0.22, 2.50], [-0.51, 2.07, -0.87], [-0.56, -0.59, -0.91], [-2.52, 8.44, 3.46], [4.47, -11.32, -2.57], [-1.12, 1.59, 0.17], [-4.26, 1.75, -2.86], [6.85, -2.88, 3.80], [0.64, -1.58, -2.80], [6.15, -3.68, 5.53], [-8.89, 6.76, -5.32], [-0.44, 1.84, 0.07], [0.09, -3.72, -0.21], [-0.97, -0.11, -0.37], [-0.55, -1.66, -1.63], [2.23, 1.48, -0.27], [-1.61, 1.90, 0.42], [2.37, -1.13, -0.78], [-1.10, -1.81, 0.27], [-0.63, 1.02, -0.53], [-0.15, -1.44, 2.28], [-0.87, 2.12, 0.07], [0.55, 0.71, -2.25], [0.40, -0.34, 2.34], [0.98, 1.08, 1.42], [-0.60, 0.63, -0.14], [0.76, -0.42, 0.66], [0.09, -0.34, -0.14], [0.52, 1.15, 1.42], [-0.66, -1.02, -1.55], [-0.72, 0.36, -0.79], [0.52, -0.61, 0.45], [-0.12, 0.47, 0.17], [-0.45, -1.26, -1.55], [0.42, 1.14, 1.78], [-0.04, 0.01, -0.04], [0.26, -0.29, 0.14], [0.03, -0.01, 0.03], [0.04, 0.22, -0.31], [-0.75, 0.28, -0.38], [0.98, 0.08, 0.37], [0.12, -0.35, 0.08], [0.86, 1.53, -0.02], [-1.09, -1.55, -0.05], [-0.99, 0.05, -0.39], [0.77, -0.34, 0.35], [-0.09, 0.33, -0.10], [-0.87, -1.67, 0.00], [1.07, 1.63, 0.10], [-0.07, 0.00, 0.02], [0.32, -0.17, 0.17], [0.06, 0.03, 0.03], [-0.32, 0.17, -0.16], [0.55, -0.09, -0.72], [-0.42, -0.23, 0.95], [-0.29, 0.32, 0.11], [0.64, -1.41, 0.99], [-0.49, 1.41, -1.22], [0.48, 0.13, -0.94], [-0.60, 0.10, 0.68], [0.27, -0.23, -0.05], [-0.74, 1.41, -1.02], [0.61, -1.41, 1.20], [0.00, -0.01, -0.10], [-0.24, 0.08, 0.29], [0.00, -0.03, 0.07], [0.27, -0.07, -0.28]],
  "mulliken_charge": [-0.96, -0.04, -0.10, 0.37, -0.17, -0.51, -0.61, 0.04, -0.48, -0.01, -0.06, -0.43, 0.46, -0.46, -0.23, 0.32, 0.24, 0.29, 0.09, 0.20, 0.35, 0.36, 0.39, 0.27, 0.35, 0.33, -0.66, 1.00, -0.96, 0.30, -0.59, 0.94, -0.62, -0.81, 0.18, -0.42, 0.42, 0.33, 0.58, 0.29, -0.63, 0.88, -0.81, 0.22, -0.54, 0.89, -0.62, -0.91, 0.47, -0.56, 0.54, 0.35, 0.41, 0.35, -0.61, 0.90, -0.73, 0.26, -0.40, 0.81, -0.63, -0.92, 0.34, -0.56, 0.47, 0.32, 0.41, 0.35],
  "smiles": "CCN[C@](C#N)(CC=O)[C@H](C#N)P(O)Br.O=C1C=C(O)C(=O)C=C1O.O=C1C=C(O)C(=O)C=C1O.O=C1C=C(O)C(=O)C=C1O",
  "homo_lumo_gap_ev": 8.1,
  "energy_ha": -5137.26203,
  "charge": 0
}